Entry 1:
ORCA calculation (ωB97M-V with the def2-TZVPD basis set) on a 2-piece molecular cluster, CH3O4P overall.

Element x y z (Å)
C  0.058  -0.075  -0.427
O  -0.184  0.396  3.922
O  1.773  2.017  3.859
O  -0.436  2.686  2.772
O  0.174  0.730  0.958
P  0.413  1.661  3.410
H  1.122  0.066  -0.927
H  -0.624  0.783  -0.879
H  -0.458  0.399  1.570

HOMO level = 1.57 eV
energy relative to the best compared isomer or geometry (same formula, charge and spin) = 48.5 kcal per mole
charge = -2

Charges obtained by Löwdin population analysis, quoted in units of e: C -0.31; O -0.41; O -0.41; O -0.39; O -0.42; P 0.19; H -0.11; H -0.08; H -0.06

=====

Entry 2:
ORCA calculation (ωB97M-V with the def2-TZVPD basis set) on C43H39N4PRu as an isolated structure.

Element x y z (Å)
Ru  0.017  -0.183  0.176
C  -0.284  0.419  -4.169
C  1.051  0.390  -4.532
C  2.014  0.264  -3.541
C  1.619  0.163  -2.220
N  0.310  0.177  -1.870
C  -0.610  0.306  -2.828
C  2.578  0.047  -1.092
C  3.958  0.116  -1.171
C  4.698  -0.022  -0.004
C  4.060  -0.230  1.210
C  2.675  -0.291  1.233
N  1.986  -0.142  0.096
C  1.818  -0.503  2.425
C  2.341  -0.716  3.687
C  1.483  -0.884  4.762
C  0.121  -0.808  4.540
C  -0.331  -0.594  3.250
N  0.481  -0.471  2.200
H  -1.066  0.525  -4.907
H  1.342  0.466  -5.570
H  3.063  0.240  -3.798
H  -1.640  0.344  -2.498
H  4.455  0.280  -2.116
H  5.777  0.033  -0.042
H  4.637  -0.338  2.117
H  3.411  -0.746  3.831
H  1.875  -1.057  5.755
H  -0.589  -0.910  5.348
H  -1.392  -0.503  3.054
N  -2.189  -0.081  0.307
C  -2.839  1.235  0.302
C  -4.214  1.310  0.133
C  -4.836  2.548  0.114
C  -4.082  3.706  0.265
C  -2.711  3.621  0.435
C  -2.072  2.380  0.457
P  -0.272  2.209  0.670
C  0.026  2.610  2.420
C  -0.997  2.763  3.349
C  -0.696  3.002  4.686
C  0.624  3.087  5.098
C  1.652  2.934  4.173
C  1.355  2.692  2.842
C  0.446  3.646  -0.190
C  0.810  3.559  -1.533
C  1.304  4.668  -2.204
C  1.441  5.877  -1.540
C  1.083  5.975  -0.202
C  0.590  4.868  0.471
H  -2.466  -0.584  1.149
H  -2.596  -0.624  -0.451
H  -4.797  0.405  0.014
H  -5.907  2.608  -0.024
H  -4.563  4.674  0.246
H  -2.128  4.527  0.541
H  -2.032  2.715  3.032
H  -1.496  3.134  5.401
H  0.855  3.284  6.136
H  2.684  3.019  4.489
H  2.161  2.595  2.120
H  0.696  2.630  -2.069
H  1.581  4.588  -3.248
H  1.826  6.743  -2.062
H  1.190  6.915  0.321
H  0.330  4.958  1.518
C  0.912  -3.545  1.386
C  -0.280  -3.393  0.406
C  -1.587  -3.366  1.225
C  -0.187  -2.083  -0.309
C  -0.253  -4.543  -0.605
C  -1.317  -5.411  -0.807
C  -1.225  -6.440  -1.739
C  -0.070  -6.610  -2.484
C  0.995  -5.737  -2.302
C  0.901  -4.717  -1.370
H  0.717  -3.023  2.322
H  1.844  -3.168  0.963
H  1.049  -4.603  1.603
H  -1.536  -2.582  1.980
H  -1.707  -4.321  1.736
H  -2.470  -3.205  0.603
H  -0.371  -2.226  -1.385
H  -2.235  -5.307  -0.245
H  -2.061  -7.112  -1.877
H  0.003  -7.418  -3.199
H  1.901  -5.859  -2.880
H  1.746  -4.048  -1.235

HOMO level (alpha / beta) = -13.31 / -13.31 eV
energy relative to the best compared isomer or geometry (same formula, charge and spin) = 0.0 kcal per mole
charge = +2

Charges obtained by Löwdin population analysis, quoted in units of e: Ru 0.97; C -0.01; C -0.01; C 0.02; C -0.20; N -0.06; C -0.10; C -0.17; C 0.03; C 0.00; C 0.03; C -0.19; N -0.02; C -0.22; C 0.02; C -0.01; C -0.01; C -0.12; N -0.03; H 0.12; H 0.13; H 0.12; H 0.12; H 0.12; H 0.13; H 0.12; H 0.12; H 0.13; H 0.13; H 0.11; N 0.00; C -0.30; C -0.02; C -0.04; C -0.04; C -0.05; C -0.31; P 1.07; C -0.39; C -0.08; C -0.06; C -0.06; C -0.06; C -0.11; C -0.34; C -0.09; C -0.06; C -0.05; C -0.05; C -0.09; H 0.09; H 0.10; H 0.12; H 0.12; H 0.12; H 0.11; H 0.11; H 0.11; H 0.11; H 0.11; H 0.11; H 0.07; H 0.11; H 0.12; H 0.12; H 0.11; C -0.01; C -0.53; C -0.03; C 0.02; C -0.21; C -0.03; C -0.06; C -0.07; C -0.06; C -0.05; H 0.07; H 0.08; H 0.11; H 0.05; H 0.11; H 0.09; H 0.08; H 0.10; H 0.11; H 0.11; H 0.11; H 0.11

=====

Entry 3:
ORCA calculation (ωB97M-V with the def2-TZVPD basis set) on a 9-piece molecular cluster, C55H86NO20 overall.

Element x y z (Å)
C  8.515  -0.575  2.217
C  8.482  -2.119  2.320
C  7.162  -2.714  1.809
C  7.046  -2.643  0.264
C  5.579  -2.808  -0.197
C  4.834  -1.448  -0.192
C  3.646  -1.515  -1.206
C  3.353  -0.035  -1.657
C  1.818  0.092  -1.943
C  1.084  0.760  -0.762
O  -0.044  1.631  -1.183
C  -1.072  0.882  -1.602
O  -1.191  0.508  -2.750
C  -2.186  0.503  -0.648
C  -2.883  1.438  0.109
C  -3.889  1.017  0.904
N  -4.237  -0.273  0.994
C  -5.369  -0.564  1.893
C  -6.667  -0.893  1.109
O  -7.302  -2.053  1.667
C  -8.682  -1.767  1.726
O  -9.452  -2.347  1.023
C  -3.590  -1.229  0.294
C  -4.040  -2.673  0.417
C  -3.783  -3.274  1.844
C  -3.417  -3.638  -0.629
C  -4.542  -4.589  -1.166
C  -2.561  -0.826  -0.525
H  8.072  -0.109  3.105
H  8.041  -0.216  1.295
H  9.558  -0.228  2.177
H  9.335  -2.537  1.765
H  8.677  -2.377  3.371
H  6.281  -2.288  2.311
H  7.175  -3.789  2.057
H  7.394  -1.680  -0.126
H  7.668  -3.467  -0.113
H  5.042  -3.538  0.432
H  5.548  -3.197  -1.223
H  5.513  -0.639  -0.498
H  4.419  -1.189  0.790
H  3.842  -2.177  -2.054
H  2.767  -1.918  -0.677
H  3.897  0.228  -2.563
H  3.562  0.617  -0.803
H  1.335  -0.873  -2.141
H  1.640  0.697  -2.846
H  0.629  -0.036  -0.163
H  1.741  1.383  -0.156
H  -2.636  2.502  0.053
H  -4.435  1.744  1.498
H  -5.595  0.348  2.456
H  -5.132  -1.318  2.644
H  -6.377  -1.102  0.068
H  -7.377  -0.056  1.117
H  -8.940  -0.970  2.449
H  -5.126  -2.732  0.272
H  -4.730  -3.420  2.381
H  -3.157  -2.636  2.482
H  -3.314  -4.261  1.793
H  -3.004  -3.147  -1.515
H  -2.635  -4.285  -0.220
H  -5.253  -4.879  -0.388
H  -5.046  -4.034  -1.968
H  -4.049  -5.448  -1.632
H  -1.994  -1.538  -1.116
O  3.174  0.818  1.849
C  2.442  0.141  2.509
O  1.213  -0.261  2.072
C  0.533  -0.961  3.127
C  1.630  -1.447  4.055
C  2.680  -0.353  3.918
H  -0.154  -0.266  3.620
H  -0.042  -1.785  2.703
H  1.290  -1.601  5.076
H  2.034  -2.389  3.691
H  2.508  0.468  4.617
H  3.690  -0.740  4.028
O  2.507  -2.253  -4.284
C  2.321  -1.580  -5.259
O  2.828  -0.336  -5.406
C  2.336  0.250  -6.630
C  1.929  -0.926  -7.502
C  1.479  -1.946  -6.464
H  1.500  0.896  -6.387
H  3.122  0.851  -7.086
H  1.176  -0.686  -8.233
H  2.805  -1.307  -8.034
H  0.424  -1.827  -6.209
H  1.682  -2.967  -6.777
O  -4.760  5.718  0.383
C  -3.668  5.813  -0.100
O  -2.661  4.949  0.184
C  -1.445  5.388  -0.462
C  -1.904  6.273  -1.608
C  -3.184  6.888  -1.048
H  -0.841  5.929  0.269
H  -0.885  4.521  -0.809
H  -1.157  7.005  -1.910
H  -2.144  5.659  -2.478
H  -2.985  7.797  -0.479
H  -3.919  7.080  -1.825
O  -6.408  1.452  4.527
C  -6.859  2.370  3.899
O  -7.622  2.200  2.790
C  -7.917  3.487  2.199
C  -7.744  4.489  3.326
C  -6.645  3.844  4.164
H  -7.217  3.661  1.378
H  -8.930  3.479  1.802
H  -7.504  5.490  2.976
H  -8.663  4.549  3.913
H  -5.649  4.125  3.816
H  -6.753  4.066  5.222
O  0.950  -0.058  6.964
C  -0.245  -0.073  7.013
O  -0.993  1.025  7.284
C  -2.381  0.660  7.380
C  -2.506  -0.642  6.605
C  -1.142  -1.283  6.835
H  -2.636  0.542  8.435
H  -2.993  1.454  6.957
H  -3.344  -1.256  6.930
H  -2.637  -0.429  5.541
H  -1.118  -1.877  7.750
H  -0.823  -1.884  5.987
O  -0.237  0.764  -7.898
C  -0.465  1.940  -7.849
O  0.445  2.857  -7.440
C  -0.162  4.160  -7.389
C  -1.358  4.079  -8.322
C  -1.777  2.620  -8.177
H  -0.452  4.367  -6.357
H  0.562  4.908  -7.707
H  -2.143  4.792  -8.078
H  -1.040  4.268  -9.349
H  -2.467  2.473  -7.344
H  -2.201  2.223  -9.095
O  6.756  0.688  -1.632
C  6.641  1.679  -2.292
O  5.470  2.346  -2.443
C  5.639  3.424  -3.378
C  7.129  3.723  -3.379
C  7.729  2.349  -3.105
H  5.280  3.094  -4.356
H  5.046  4.278  -3.056
H  7.475  4.182  -4.303
H  7.372  4.399  -2.557
H  7.884  1.780  -4.023
H  8.654  2.413  -2.538
O  0.038  -5.283  5.371
C  0.528  -5.517  4.306
O  1.314  -4.632  3.641
C  1.655  -5.159  2.344
C  1.483  -6.664  2.470
C  0.347  -6.774  3.481
H  0.980  -4.723  1.603
H  2.677  -4.880  2.096
H  1.278  -7.154  1.519
H  2.389  -7.107  2.886
H  -0.632  -6.743  3.000
H  0.436  -7.661  4.102

HOMO level = -10.88 eV
charge = +1

These are the Löwdin partial charges, in e, on atoms 1 to 99: C -0.11; C -0.26; C -0.23; C -0.20; C -0.20; C -0.20; C -0.17; C -0.16; C -0.16; C -0.11; O 0.00; C -0.45; O 0.17; C -0.04; C 0.06; C 0.01; N 0.02; C -0.05; C -0.14; O -0.06; C -0.29; O 0.14; C -0.10; C -0.26; C -0.02; C -0.21; C -0.07; C 0.09; H 0.07; H 0.06; H 0.07; H 0.10; H 0.10; H 0.10; H 0.11; H 0.09; H 0.11; H 0.10; H 0.10; H 0.08; H 0.09; H 0.09; H 0.10; H 0.10; H 0.09; H 0.10; H 0.11; H 0.11; H 0.12; H 0.13; H 0.15; H 0.10; H 0.13; H 0.13; H 0.12; H 0.16; H 0.12; H 0.08; H 0.08; H 0.08; H 0.10; H 0.11; H 0.08; H 0.08; H 0.08; H 0.13; O 0.12; C -0.46; O -0.01; C -0.15; C -0.15; C -0.05; H 0.12; H 0.12; H 0.10; H 0.10; H 0.13; H 0.13; O 0.11; C -0.48; O 0.02; C -0.14; C -0.16; C -0.06; H 0.10; H 0.13; H 0.09; H 0.12; H 0.13; H 0.12; O 0.11; C -0.49; O 0.00; C -0.14; C -0.15; C -0.07; H 0.13; H 0.12; H 0.12

=====

Number 1: strongest force on any atom 2.2 eV/Å. Number 2: strongest force on any atom 1.1 eV/Å. Number 3: strongest force on any atom 2.6 eV/Å.